C37H52AlCl5F8LiN3NaO5 as an isolated structure at a distorted geometry, computed with ωB97M-V/def2-TZVPD.

Each line ends with the Löwdin charge.
Cartesian coordinates (Å):
C -2.84 -5.43 -0.28  0.17
C -3.11 -4.70 -1.18  -0.11
C -3.84 -3.86 -2.11  -0.17
C -3.01 -2.64 -2.39  -0.21
N -2.21 -2.66 -3.46  -0.15
C -1.47 -1.52 -3.61  -0.21
C -0.55 -1.48 -4.63  0.02
C 0.22 -0.41 -4.83  -0.36
C 1.28 -0.39 -5.89  -0.28
C 2.60 -0.75 -5.17  -0.05
C 0.09 0.74 -4.06  -0.08
C -0.82 0.76 -3.06  -0.11
C -1.02 1.96 -2.24  -0.13
C -0.52 1.85 -0.82  -0.20
C 0.97 2.26 -0.73  -0.21
C 1.29 2.90 0.62  -0.28
C 2.77 2.71 0.98  -0.07
C -1.62 -0.41 -2.79  -0.09
N -2.47 -0.43 -1.70  0.26
C -3.13 -1.55 -1.49  -0.13
C -4.04 -1.78 -0.28  -0.06
C -3.64 -1.26 1.14  -0.11
C -3.18 -2.41 1.96  -0.25
F -4.06 -3.36 2.26  0.10
C -1.95 -2.48 2.43  -0.36
F -1.61 -3.26 3.41  0.17
F -0.96 -1.76 1.98  0.15
H -2.64 -5.97 0.60  0.05
H -4.83 -3.60 -1.76  0.14
H -3.96 -4.42 -3.02  0.06
H -0.40 -2.32 -5.28  0.14
H 1.07 -1.04 -6.73  0.13
H 1.37 0.68 -6.19  -0.07
H 3.32 -1.15 -5.87  0.08
H 2.99 0.12 -4.65  0.08
H 2.32 -1.46 -4.40  0.06
H 0.70 1.62 -4.20  0.13
H -0.51 2.79 -2.72  0.12
H -2.08 2.18 -2.18  0.13
H -1.15 2.53 -0.29  0.04
H -0.64 0.84 -0.43  0.12
H 1.19 3.04 -1.48  0.04
H 1.55 1.35 -0.88  0.12
H 1.01 3.97 0.51  0.04
H 0.68 2.43 1.40  0.10
H 3.07 3.47 1.71  0.07
H 3.35 2.81 0.07  0.09
H 2.90 1.72 1.39  0.09
H -4.96 -1.27 -0.56  0.14
H -4.24 -2.83 -0.17  0.08
H -4.50 -0.83 1.62  0.12
H -2.88 -0.52 1.16  0.06
Li -1.76 2.80 1.27  0.78
F -3.64 1.29 1.02  -0.68
Na 1.90 5.61 0.72  0.79
C 5.29 -1.86 -2.44  -2.05
Cl 4.07 -3.11 -2.75  0.54
Cl 6.55 -2.52 -1.40  0.57
Cl 6.00 -1.33 -3.97  0.53
Cl 4.52 -0.48 -1.64  0.50
Cl -3.25 -3.22 -4.97  0.66
Al -0.12 1.58 -6.72  1.10
C -4.79 -7.94 -2.35  -0.03
C -4.76 -9.06 -1.35  -0.34
C -4.01 -10.29 -1.80  -0.10
O -4.66 -11.33 -1.08  0.07
C -5.94 -10.92 -0.85  -0.56
O -6.81 -11.62 -0.45  0.18
O -6.07 -9.60 -1.14  0.08
H -5.38 -7.10 -1.97  0.08
H -3.78 -7.58 -2.57  0.08
H -5.26 -8.26 -3.28  0.09
H -4.38 -8.70 -0.39  0.16
H -2.95 -10.25 -1.56  0.14
H -4.12 -10.49 -2.87  0.14
F 1.34 4.51 -2.25  -0.66
C 0.84 -4.84 1.35  -0.07
C 1.05 -6.34 1.17  -0.26
O 2.24 -6.69 0.48  -0.10
C 3.48 -6.74 1.21  -0.48
O 3.43 -7.42 2.30  0.01
C 4.08 -5.31 1.45  -0.56
F 3.85 -4.51 0.39  0.09
F 5.41 -5.38 1.60  0.14
F 3.61 -4.68 2.53  0.14
H 1.14 -4.29 0.45  0.08
H -0.22 -4.63 1.55  0.05
H 1.41 -4.45 2.19  0.07
H 0.25 -6.71 0.53  0.10
H 0.96 -6.87 2.11  0.12
H 4.17 -7.13 0.42  0.17
C 1.16 8.44 5.52  -0.09
C 2.41 9.29 5.34  -0.28
N 2.45 10.01 4.07  -0.21
C 3.75 10.60 3.79  -0.25
C 4.25 11.71 4.72  -0.08
C 1.30 10.85 3.79  -0.25
C 0.96 11.97 4.78  -0.08
H 1.04 7.73 4.70  0.06
H 1.24 7.87 6.45  0.08
H 0.26 9.05 5.59  0.07
H 3.27 8.62 5.37  0.12
H 2.50 9.97 6.20  0.10
H 3.75 10.97 2.76  0.11
H 4.48 9.79 3.80  0.11
H 3.74 12.65 4.54  0.06
H 5.31 11.88 4.54  0.07
H 4.14 11.45 5.78  0.07
H 0.42 10.21 3.69  0.10
H 1.43 11.29 2.79  0.11
H 1.03 11.63 5.82  0.07
H -0.07 12.31 4.62  0.07
H 1.60 12.84 4.66  0.06

The spin multiplicity is 1. Its highest occupied orbital energy is -8.10 eV. The value obtained for the frontier orbital gap is 1.51 eV. The energy comes out at -5493.00278 Ha. As for the charge: +1.